[1]
This record from the Open Molecules 2025 dataset describes C19H23N2O4S2Tm as an isolated structure in a non-equilibrium geometry. The level of theory is ωB97M-V/def2-TZVPD.

Calculated values
LUMO energy (alpha / beta) ... -0.2 / -0.2 eV
2S+1 ... 3
Relative energy (zero: lowest compared OMol25 entry of this formula, charge and spin) ... 1.0 kcal per mole

Each line ends with the Löwdin spin population.
Cartesian coordinates (Å):
Tm 0.00095 0.20038 0.35604  2.013
S 0.65353 -1.90459 -1.01652  -0.002
S 0.92257 -1.11013 2.30811  -0.005
O 4.64364 4.00035 -2.97046  0.000
O 0.43345 2.28213 0.66673  0.000
O 1.29134 4.27722 0.08471  0.000
O 3.35252 5.01639 -1.47133  0.000
N 1.62619 1.07014 -1.22583  -0.001
N 2.41364 0.58332 -2.18307  0.000
C -2.72975 -0.88449 0.14490  -0.001
C -2.40327 1.83830 0.94351  0.000
C 3.00686 2.68421 -1.93877  0.000
C 3.33366 -2.58916 -0.78603  0.000
C -2.47221 0.80756 1.88239  0.000
C -2.44991 1.47498 -0.39935  0.000
C 1.97125 2.33468 -1.06519  0.000
C -2.94320 -2.59260 -1.73005  0.000
C -2.27035 3.27140 1.36499  0.000
C -2.59696 0.14263 -0.79208  -0.001
C 2.23885 -1.72069 1.27240  0.000
C 2.13599 -2.03737 -0.03657  0.000
C -3.08787 -2.31126 -0.24035  0.000
C 3.74701 3.95298 -2.17008  0.000
C 3.26098 1.51787 -2.64227  0.000
C 3.55078 -1.89913 2.00164  0.000
C 1.19831 3.06451 -0.02710  0.000
C -2.36509 -3.37530 0.58397  0.000
C -2.63690 -0.51737 1.49308  -0.001
H -1.53253 3.37704 2.15762  0.000
H 4.05350 -2.81826 1.69985  0.000
H -2.77853 -4.35368 0.33697  0.000
H 2.60336 4.78815 -0.86850  0.000
H 4.23680 -1.07091 1.80089  0.000
H -1.29461 -3.37720 0.36971  0.000
H -1.90934 -2.46996 -2.06246  0.000
H -2.70948 -1.27908 2.25649  0.000
H -3.58266 -1.95515 -2.34202  0.000
H 3.98642 1.31775 -3.41179  0.000
H -4.15697 -2.38060 0.00438  0.000
H 3.39989 -1.93527 3.07825  0.000
H -3.23059 3.64309 1.72906  0.000
H -3.22839 -3.62484 -1.93424  0.000
H -2.41151 1.04479 2.93788  0.000
H -2.36949 2.24615 -1.15658  0.000
H -2.48960 -3.23624 1.65742  0.000
H -2.63257 -0.08649 -1.84852  0.000
H -1.94708 3.89520 0.53433  0.000
H 2.27855 -0.39608 -2.42369  0.000
H 3.75801 -3.45720 -0.27846  0.000
H 3.05649 -2.90323 -1.79076  0.000
H 4.14412 -1.85737 -0.87268  0.000

Forces on atoms 1 to 6 (eV/Å):
Tm -0.060 -0.341 -0.068
S -0.038 -0.274 -0.148
S -0.091 -0.100 0.063
O 0.058 0.000 -0.012
O 0.441 0.889 -0.178
O 0.094 0.064 0.095


[2]
This record from the Open Molecules 2025 dataset describes one molecule with the formula C10H13N5O2S in a non-equilibrium geometry. The level of theory is ωB97M-V/def2-TZVPD.

Calculated values
SMILES ... CNc1ncnc2ncn([C@@H]3CS[C@H](CO)O3)c12
LUMO energy ... 0.3 eV
Relative energy (zero: lowest compared OMol25 entry of this formula, charge and spin) ... 0.0 kcal per mole

Each line ends with the Mulliken charge.
Cartesian coordinates (Å):
S -1.08308 2.27739 2.47224  -0.222
O -1.01553 -0.16563 1.63117  -0.518
O -0.75481 -0.49373 4.30169  -0.519
N 2.82019 -1.10663 0.24516  -0.729
N -0.34711 0.41069 -2.76259  -0.214
N 0.83132 -0.14636 0.07512  0.096
N 3.32208 -1.28416 -2.11997  -0.572
N 1.59716 -0.57298 -3.55483  -0.690
C 0.90043 -0.14730 -2.51673  -0.139
C -2.00566 0.05183 3.80334  -0.545
C 0.02008 1.90477 1.11318  -0.682
C -1.52138 -0.49145 -2.63536  -0.822
C 2.82076 -1.07546 -3.32675  -0.308
C -0.37053 0.53225 0.55252  -0.234
C 1.33086 -0.32627 -1.23258  0.795
C 1.78173 -0.64916 0.93843  0.004
C -1.83553 0.64133 2.44314  0.030
C 2.56186 -0.89723 -1.08912  0.529
H -0.00612 2.62251 0.28023  0.377
H -2.75390 -0.75391 3.70071  0.273
H -2.79960 0.71453 1.95836  0.429
H -0.37683 -0.99468 3.58819  0.328
H 1.72634 -0.67866 2.01103  0.454
H 1.04354 1.90400 1.51691  0.373
H -2.45701 0.09066 -2.72485  0.273
H 3.38617 -1.44139 -4.19287  0.358
H -1.07387 0.64228 -0.28422  0.468
H -1.51582 -0.93089 -1.62054  0.276
H -1.51846 -1.25223 -3.39413  0.370
H -0.28521 0.82793 -3.68795  0.370
H -2.42206 0.78794 4.51107  0.387

Forces on atoms 1 to 6 (eV/Å):
S -0.028 0.925 0.131
O 0.998 -1.152 -0.528
O -1.460 1.174 0.508
N 0.127 0.013 1.537
N -1.005 0.680 -0.372
N -1.039 -0.223 0.639


[3]
This record from the Open Molecules 2025 dataset describes C13H23N3O2S as an isolated structure in a non-equilibrium geometry. The level of theory is ωB97M-V/def2-TZVPD.

Calculated values
LUMO energy ... 0.2 eV
Relative energy (zero: lowest compared OMol25 entry of this formula, charge and spin) ... 290.9 kcal per mole

Each line ends with the Mulliken charge.
Cartesian coordinates (Å):
S 0.29057 -2.93407 1.10091  -0.229
O -1.52249 1.25956 2.01648  -0.574
O 0.34151 1.26109 3.54509  -0.369
N -1.45162 -1.10391 0.39258  -0.292
N -0.09919 -0.52244 2.41077  -0.023
N -1.93749 -2.23082 -0.17645  -0.428
C -0.70803 -2.09433 -4.64169  -1.233
C 0.02698 -4.80350 -1.76224  -0.934
C -1.31987 -4.34126 -0.89445  -0.626
C 0.87826 3.60012 3.32559  -0.447
C -0.98210 -3.20410 -0.10938  0.424
C 1.57202 4.76881 1.22309  -1.441
C -0.81721 -3.21980 -3.70240  -0.091
C 1.34996 5.00634 -0.23383  -1.254
C 0.12371 -3.45363 -2.71937  -0.437
C -0.46912 0.77347 2.60341  0.576
C 0.68830 3.59667 1.86259  -0.969
C 0.08161 2.62757 3.81483  -0.507
C -0.48603 -1.32989 1.45159  0.297
H 0.18186 5.38936 -0.34906  0.238
H 0.88400 2.71235 1.52762  0.690
H 1.29948 5.83634 1.83411  0.257
H 0.65414 4.65300 3.82373  0.262
H 1.93117 3.43188 3.52944  0.278
H -0.48983 -1.17077 -4.22272  0.343
H -1.12439 -4.09485 -4.39930  0.154
H 2.37144 4.73597 1.54766  1.231
H -2.19334 -4.32097 -1.51405  0.383
H -1.79748 -2.99044 -3.19984  0.220
H -1.15574 2.92220 3.63167  0.270
H -0.21312 -5.55905 -2.43518  0.477
H 0.91396 -4.85781 -1.08721  0.284
H 0.41472 -2.68752 -2.06975  0.353
H -0.13136 2.73699 4.97487  0.359
H -1.46454 -2.05660 -5.35436  0.368
H 0.50950 -2.62963 -5.18358  0.136
H -1.30969 -5.22952 -0.36486  0.353
H 1.06042 -3.58282 -3.33619  0.355
H 1.92054 5.83705 -0.69964  0.358
H 0.73620 -0.81689 2.74157  0.231
H 1.62126 4.15999 -0.53567  0.404
H -0.17897 3.92583 1.63361  0.553

Forces on atoms 1 to 6 (eV/Å):
S -1.651 0.805 -0.376
O 5.475 -1.628 3.123
O -0.383 1.180 -0.824
N 1.178 0.553 5.620
N -0.988 1.172 -0.501
N 5.165 -0.642 0.005


[4]
This record from the Open Molecules 2025 dataset describes a 2-piece molecular cluster, C3H9IN3 overall in a non-equilibrium geometry. The level of theory is ωB97M-V/def2-TZVPD.

Calculated values
Total charge ... +1
LUMO energy (alpha / beta) ... -4.6 / -4.6 eV
Relative energy (zero: lowest compared OMol25 entry of this formula, charge and spin) ... 92.8 kcal per mole

Each line ends with the Mulliken charge.
Cartesian coordinates (Å):
I -0.80540 -1.90615 -2.33974  0.234
N -1.59283 0.70171 -1.18856  -0.471
N 3.25899 0.88491 0.85552  -0.551
N 2.10682 0.05365 0.58305  0.063
C 1.31723 0.25378 -0.40814  -0.121
C -1.13493 -0.52452 -0.75053  0.368
C -1.61654 -1.04966 0.56726  -1.083
H 1.95247 -0.54814 1.36827  0.269
H -1.02136 1.04975 -1.95693  0.303
H -1.65515 1.35508 -0.44673  0.258
H 3.51955 1.18826 1.81173  0.250
H -0.95081 -0.65989 1.31785  0.252
H 3.44415 1.54890 0.10799  0.251
H -1.69814 -2.07455 0.71875  0.437
H 1.27330 1.12359 -1.04036  0.194
H -2.64922 -0.66451 0.71363  0.347

Forces on atoms 1 to 6 (eV/Å):
I 0.014 0.543 0.707
N 2.177 -2.337 0.315
N 0.365 -0.433 -0.081
N 1.138 3.774 -0.732
C -2.256 -2.276 1.734
C -0.630 0.221 -1.743